[1]
Entry from the Open Molecules 2025 dataset: a 4-piece molecular cluster, C26H24ClN2O8S overall (the ωB97M-V functional and the def2-TZVPD basis).

The geometry in XYZ format:
```
62
Properties=species:S:1:pos:R:3:nbo_charge:R:1
O -1.963 0.956 -0.651 -0.90
S -1.018 -0.116 -0.619 2.12
O -1.270 -1.314 0.111 -0.87
Cl 0.706 0.689 0.150 -0.26
C -0.514 -0.529 -2.286 -0.67
C -1.190 0.312 -3.375 -0.44
C -0.235 1.156 -4.238 -0.38
C -0.222 2.658 -3.872 -0.45
C 0.929 3.080 -3.008 0.03
C 0.786 3.702 -1.768 -0.13
C 1.928 4.039 -1.022 0.05
N 3.152 3.813 -1.435 -0.13
N 3.254 3.240 -2.625 -0.22
C 2.256 2.869 -3.410 0.07
H -0.797 -1.577 -2.372 0.27
H 0.573 -0.504 -2.317 0.25
H -1.690 -0.374 -4.047 0.27
H -1.940 0.970 -2.946 0.24
H -0.498 1.042 -5.286 0.24
H 0.773 0.741 -4.142 0.19
H -0.222 3.255 -4.783 0.25
H -1.128 2.878 -3.313 0.24
H -0.196 3.919 -1.370 0.26
H 1.845 4.491 -0.046 0.26
H 4.209 3.076 -2.923 0.44
H 2.510 2.417 -4.359 0.25
C 3.787 2.726 5.288 -0.21
C 3.633 3.250 4.075 -0.24
C 2.871 2.529 3.030 0.50
O 2.728 3.003 1.916 -0.56
C 2.289 1.217 3.375 -0.26
C 2.436 0.682 4.585 -0.17
C 3.201 1.403 5.636 0.47
O 3.349 0.933 6.742 -0.48
H 4.339 3.226 6.074 0.24
H 4.048 4.210 3.796 0.23
H 1.737 0.729 2.580 0.22
H 2.012 -0.286 4.851 0.26
C -0.599 -3.056 6.636 -0.23
C -1.055 -3.358 7.848 -0.22
C -0.301 -2.976 9.072 0.47
O -0.716 -3.252 10.174 -0.47
C 0.979 -2.244 8.886 -0.20
C 1.436 -1.942 7.674 -0.25
C 0.679 -2.326 6.460 0.49
O 1.088 -2.053 5.346 -0.53
H -1.127 -3.322 5.730 0.23
H -1.985 -3.890 8.006 0.24
H 1.509 -1.974 9.791 0.24
H 2.361 -1.402 7.517 0.25
C -3.262 -4.233 -6.472 -0.19
C -2.720 -3.075 -6.107 -0.26
C -3.480 -1.806 -6.202 0.49
O -2.984 -0.745 -5.869 -0.54
C -4.867 -1.870 -6.717 -0.24
C -5.414 -3.026 -7.083 -0.21
C -4.656 -4.301 -6.989 0.47
O -5.149 -5.354 -7.319 -0.46
H -2.729 -5.173 -6.414 0.24
H -1.707 -3.002 -5.730 0.22
H -5.399 -0.929 -6.776 0.24
H -6.425 -3.099 -7.463 0.24
```

Values from the calculation:
Net charge: +1
Gap between HOMO and LUMO: 6.94 eV

=====

[2]
Entry from the Open Molecules 2025 dataset: a 9-piece molecular cluster, C5H30N2O9 overall (the ωB97M-V functional and the def2-TZVPD basis).

The geometry in XYZ format:
```
46
Properties=species:S:1:pos:R:3:nbo_charge:R:1
N -1.215 -2.395 2.963 -0.87
C -1.089 -1.404 1.933 -0.09
C -2.353 -0.542 1.923 -0.07
O -2.177 0.778 1.347 -0.76
C 0.203 -0.570 2.028 -0.24
N 1.265 -1.175 1.202 -0.65
C 2.478 -0.388 1.150 -0.23
C 2.512 0.518 -0.092 -0.65
H -0.649 -3.208 2.853 0.37
H -1.365 -2.252 3.945 0.38
H -0.934 -1.899 0.971 0.21
H -3.067 -1.038 1.253 0.18
H -2.981 -0.333 2.792 0.19
H -1.889 1.344 2.068 0.47
H 0.065 0.410 1.579 0.20
H 0.631 -0.482 3.032 0.17
H 1.520 -2.065 1.622 0.35
H 2.626 0.141 2.110 0.16
H 3.425 -0.931 1.146 0.21
H 3.476 0.425 -0.565 0.22
H 1.526 0.356 -0.529 0.22
H 2.362 1.583 0.116 0.21
H 0.776 -4.012 -1.134 0.47
H 0.671 -3.078 0.094 0.49
O 1.157 -3.826 -0.272 -0.97
H -3.215 2.916 -3.047 0.48
H -2.759 1.878 -2.122 0.49
O -2.638 2.829 -2.280 -0.97
H 3.416 0.279 -4.186 0.47
H 2.634 1.245 -3.269 0.48
O 2.865 1.066 -4.187 -0.94
H -4.754 -0.056 -0.783 0.47
H -3.847 1.114 -0.306 0.48
O -4.596 0.886 -0.865 -0.96
H -1.909 2.902 -0.007 0.48
H -1.635 4.300 -0.618 0.49
O -1.426 3.721 0.118 -0.95
H 0.110 3.044 -0.785 0.49
H -0.076 3.232 -2.323 0.48
O 0.541 2.951 -1.656 -0.98
H -0.701 1.185 -1.478 0.48
H 0.295 0.120 -2.064 0.48
O -0.624 0.342 -1.922 -0.96
H 4.549 -3.182 -0.462 0.46
H 3.176 -3.780 -0.737 0.49
O 3.620 -2.947 -0.557 -0.95
```

Values from the calculation:
Net charge: 0
Gap between HOMO and LUMO: 9.51 eV

=====

[3]
Entry from the Open Molecules 2025 dataset: a 2-piece molecular cluster, C4H5NO2 overall (the ωB97M-V functional and the def2-TZVPD basis).

The geometry in XYZ format:
```
12
Properties=species:S:1:pos:R:3:nbo_charge:R:1
C 1.546 0.544 -0.317 -0.23
C 0.761 1.488 -0.909 -0.26
C 0.643 -0.384 0.325 0.12
C -0.551 1.366 -0.184 0.62
N -0.563 0.062 0.383 -0.46
O -1.265 2.286 0.160 -0.46
O -1.811 -1.500 -1.127 -0.94
H 2.625 0.464 -0.312 0.23
H 1.097 2.425 -1.326 0.23
H 0.921 -1.358 0.648 0.20
H -2.372 -0.669 -1.159 0.47
H -1.869 -1.774 -0.161 0.48
```

Values from the calculation:
Net charge: 0
Gap between HOMO and LUMO: 8.56 eV

=====

[4]
Entry from the Open Molecules 2025 dataset: C56H66AuGe2N2O3S4 as an isolated structure (the ωB97M-V functional and the def2-TZVPD basis).

The geometry in XYZ format:
```
134
Properties=species:S:1:pos:R:3:mulliken_charge:R:1
Au -0.060 -1.142 2.199 2.29
C 3.481 -4.956 4.037 -0.93
N 3.276 -3.537 3.778 0.22
C 4.433 -2.668 3.966 -1.07
C 2.110 -3.020 3.375 1.06
O 2.001 -1.848 3.007 -0.84
C 0.903 -3.955 3.351 -1.22
O -0.326 -3.253 3.419 -0.40
C -0.915 -3.131 4.705 -1.05
C -0.869 -1.701 5.251 0.83
O -0.405 -0.787 4.573 -1.03
N -1.375 -1.506 6.477 0.10
C -1.452 -0.153 7.018 -1.06
C -2.028 -2.517 7.292 -0.94
H 4.541 -5.170 3.920 0.39
H 2.938 -5.572 3.322 0.27
H 3.188 -5.233 5.053 0.29
H 5.220 -2.916 3.253 0.39
H 4.816 -2.800 4.979 0.47
H 4.127 -1.637 3.818 0.20
H 0.963 -4.694 4.151 0.64
H 0.896 -4.474 2.389 -0.02
H -0.430 -3.815 5.404 0.50
H -1.964 -3.417 4.594 0.61
H -0.886 0.518 6.382 0.30
H -1.038 -0.141 8.026 0.33
H -2.493 0.174 7.058 0.35
H -1.808 -3.525 6.951 0.32
H -3.110 -2.370 7.280 0.32
H -1.683 -2.423 8.321 0.35
C -4.861 5.237 -0.669 -1.82
C -3.371 5.056 -0.582 0.53
C -2.573 5.119 -1.718 -0.90
C -1.199 4.949 -1.657 1.40
C -0.376 5.012 -2.916 -1.63
C -0.591 4.716 -0.414 0.34
C -1.372 4.710 0.750 1.53
C -0.778 4.636 2.131 -2.14
C -2.752 4.851 0.640 -0.97
C 0.896 4.602 -0.356 -1.17
C 1.644 5.778 -0.385 0.15
C 3.027 5.745 -0.336 -1.24
C 3.693 4.533 -0.255 -0.26
C 2.979 3.342 -0.230 -0.26
C 1.581 3.385 -0.295 0.27
Ge 0.613 1.655 -0.178 -0.10
S 0.524 1.148 1.997 -0.50
S 1.234 -0.255 -1.241 0.13
Ge -1.015 -0.604 -1.269 -0.73
S -1.714 -1.562 0.620 -0.40
S -1.487 1.611 -1.051 0.17
C -1.631 -1.597 -2.873 0.91
C -2.205 -0.928 -3.954 -1.00
C -2.498 -1.653 -5.110 -0.09
C -2.229 -3.008 -5.184 -1.24
C -1.704 -3.671 -4.087 0.05
C -1.405 -2.976 -2.919 -0.40
C -0.909 -3.758 -1.748 0.43
C 0.454 -3.993 -1.551 0.68
C 1.503 -3.383 -2.445 -1.90
C 0.848 -4.845 -0.520 -0.35
C -0.078 -5.477 0.295 0.61
C 0.359 -6.493 1.319 -1.24
C -1.429 -5.207 0.103 -1.00
C -1.861 -4.364 -0.908 0.86
C -3.332 -4.125 -1.127 -1.42
C -2.567 0.518 -3.956 0.69
C -3.736 0.959 -3.329 0.93
C -4.566 0.052 -2.456 -1.88
C -4.154 2.272 -3.525 -0.49
C -3.448 3.151 -4.329 0.58
C -3.983 4.518 -4.650 -1.78
C -2.251 2.713 -4.891 -0.52
C -1.802 1.415 -4.722 0.77
C -0.505 0.964 -5.343 -1.83
C 3.679 2.037 -0.066 0.26
C 3.977 1.228 -1.165 0.58
C 3.673 1.657 -2.577 -1.50
C 4.586 -0.006 -0.945 -0.51
C 4.914 -0.439 0.328 0.73
C 5.542 -1.787 0.557 -1.32
C 4.644 0.399 1.406 -0.59
C 4.038 1.632 1.232 0.48
C 3.773 2.524 2.415 -1.61
H -5.162 5.527 -1.675 0.31
H -5.196 6.007 0.028 0.50
H -5.375 4.310 -0.406 0.29
H -3.036 5.311 -2.678 0.57
H -1.010 5.209 -3.779 0.30
H 0.151 4.068 -3.082 0.16
H 0.376 5.799 -2.856 0.48
H 0.310 4.691 2.115 0.31
H -1.065 3.705 2.619 0.28
H -1.158 5.455 2.743 0.55
H -3.347 4.821 1.547 0.47
H 1.119 6.724 -0.419 0.59
H 3.589 6.671 -0.344 0.42
H 4.775 4.500 -0.207 0.57
H -2.960 -1.138 -5.943 0.59
H -2.440 -3.553 -6.096 0.42
H -1.526 -4.739 -4.122 0.54
H 1.056 -2.761 -3.217 0.34
H 2.092 -4.162 -2.932 0.58
H 2.184 -2.761 -1.861 0.09
H 1.906 -5.046 -0.379 0.40
H 1.397 -6.338 1.618 0.19
H 0.292 -7.496 0.892 0.45
H -0.282 -6.471 2.202 0.35
H -2.163 -5.692 0.739 0.40
H -3.927 -4.647 -0.380 0.43
H -3.635 -4.465 -2.118 0.35
H -3.560 -3.058 -1.063 0.20
H -4.283 -0.993 -2.570 0.32
H -5.624 0.152 -2.699 0.53
H -4.436 0.330 -1.406 0.23
H -5.072 2.599 -3.046 0.39
H -4.770 4.812 -3.956 0.37
H -4.409 4.519 -5.655 0.43
H -3.191 5.268 -4.634 0.43
H -1.665 3.399 -5.494 0.46
H 0.033 1.809 -5.770 0.44
H -0.683 0.235 -6.135 0.35
H 0.130 0.484 -4.595 0.28
H 3.032 2.536 -2.604 0.26
H 3.180 0.848 -3.118 0.30
H 4.598 1.898 -3.105 0.43
H 4.794 -0.645 -1.797 0.35
H 5.806 -2.263 -0.386 0.41
H 4.844 -2.439 1.088 0.01
H 6.445 -1.694 1.163 0.42
H 4.914 0.082 2.409 0.48
H 4.006 2.009 3.346 0.39
H 2.725 2.828 2.446 0.24
H 4.377 3.431 2.360 0.35
```

Values from the calculation:
Net charge: +1
Gap between HOMO and LUMO (spin up / spin down): 5.01 / 5.01 eV

=====

In the order shown, the computed relative energy (zero: lowest compared OMol25 entry of this formula, charge and spin) values come out to 0.000; 2.935; 2.345; 0.040 eV.
In the order shown, the computed electronic energy values come out to -2574.5907; -995.0995; -360.5832; -8391.0312 a.u..